1.
{"formula": "C29H27AsBF6N6S2W", "method": "ωB97M-V/def2-TZVPD", "symbols": ["W", "C", "C", "C", "C", "N", "C", "C", "C", "C", "C", "C", "C", "H", "H", "H", "H", "H", "H", "H", "H", "S", "C", "C", "C", "C", "C", "C", "S", "H", "H", "H", "H", "B", "N", "C", "C", "C", "N", "N", "C", "C", "C", "N", "H", "H", "H", "H", "H", "H", "H", "H", "C", "C", "C", "C", "N", "C", "C", "H", "H", "H", "H", "H", "H", "H", "F", "As", "F", "F", "F", "F", "F"], "positions_angstrom": [[-0.05, 0.51, -0.18], [-4.44, 1.09, 0.28], [-4.59, 1.37, 1.63], [-3.51, 1.20, 2.47], [-2.28, 0.81, 1.94], [-2.12, 0.62, 0.61], [-3.21, 0.72, -0.18], [-1.06, 0.64, 2.73], [-1.08, 0.61, 4.12], [0.09, 0.37, 4.82], [1.27, 0.17, 4.11], [1.28, 0.22, 2.72], [0.12, 0.47, 1.99], [-5.27, 1.18, -0.41], [-5.54, 1.71, 2.03], [-3.59, 1.40, 3.53], [-3.06, 0.48, -1.23], [-2.00, 0.74, 4.67], [0.09, 0.34, 5.90], [2.19, -0.03, 4.64], [2.21, 0.06, 2.22], [-1.26, -0.96, -1.88], [-0.16, -1.34, -3.21], [-0.49, -2.41, -4.05], [0.29, -2.69, -5.16], [1.41, -1.90, -5.42], [1.75, -0.87, -4.57], [0.97, -0.57, -3.45], [1.39, 0.76, -2.40], [-1.36, -3.01, -3.82], [0.04, -3.51, -5.81], [2.03, -2.11, -6.29], [2.64, -0.27, -4.75], [-1.11, 3.75, 0.34], [-1.41, 3.29, -1.10], [-1.84, 4.02, -2.13], [-1.86, 3.23, -3.26], [-1.40, 2.00, -2.83], [-1.13, 2.03, -1.52], [0.42, 3.59, 0.47], [1.35, 4.50, 0.72], [2.60, 3.91, 0.64], [2.33, 2.59, 0.30], [1.01, 2.40, 0.19], [-1.65, 3.02, 1.12], [-1.42, 4.91, 0.47], [-2.10, 5.06, -1.99], [-2.15, 3.50, -4.26], [-1.27, 1.10, -3.41], [1.06, 5.51, 0.95], [3.56, 4.36, 0.79], [3.02, 1.80, 0.12], [0.28, -5.84, 1.61], [0.14, -4.41, 1.19], [1.02, -3.84, 0.28], [0.87, -2.52, -0.09], [-0.08, -1.73, 0.42], [-0.93, -2.27, 1.29], [-0.86, -3.59, 1.69], [1.29, -6.05, 1.95], [0.08, -6.51, 0.77], [-0.42, -6.10, 2.41], [1.83, -4.41, -0.15], [1.52, -2.09, -0.83], [-1.70, -1.62, 1.69], [-1.60, -3.97, 2.39], [1.83, -0.09, 0.06], [4.22, -0.85, 0.34], [3.69, -1.74, -1.00], [3.47, -1.96, 1.36], [5.80, -1.44, 0.41], [4.33, 0.20, 1.67], [4.46, 0.48, -0.68]], "multiplicity": 2, "fmax_ha_per_bohr": 0.060, "e_lumo_ev": [-0.49, -1.16], "e_above_lowest_kcal_mol": 23.3, "e_tot_ev": -140773.4632, "s_squared": 0.76}


2.
{"formula": "C29H27BCl3IMnN10OS2", "method": "ωB97M-V/def2-TZVPD", "symbols": ["Mn", "C", "C", "N", "N", "C", "B", "N", "C", "C", "C", "N", "N", "C", "C", "C", "N", "N", "C", "C", "C", "N", "H", "H", "H", "H", "H", "H", "H", "H", "H", "H", "H", "H", "S", "I", "C", "H", "H", "Cl", "C", "C", "C", "C", "C", "C", "N", "C", "C", "N", "C", "O", "C", "C", "C", "Cl", "S", "C", "C", "C", "Cl", "C", "H", "H", "H", "H", "H", "H", "H", "H", "H", "H", "H", "H", "H"], "positions_angstrom": [[-1.55, 1.03, 1.81], [-0.67, -2.79, -0.53], [-0.30, -1.80, 0.39], [-1.30, -0.95, 0.59], [-2.34, -1.39, -0.15], [-1.97, -2.48, -0.85], [-3.68, -0.59, -0.14], [-3.37, 0.81, -0.74], [-3.62, 1.34, -1.95], [-3.02, 2.58, -2.01], [-2.40, 2.73, -0.77], [-2.60, 1.66, -0.02], [-4.18, -0.45, 1.32], [-5.39, -0.78, 1.81], [-5.42, -0.50, 3.15], [-4.16, 0.03, 3.42], [-3.42, 0.05, 2.32], [-4.74, -1.36, -0.91], [-5.05, -2.68, -0.79], [-6.26, -2.89, -1.40], [-6.64, -1.61, -1.86], [-5.74, -0.70, -1.55], [-0.08, -3.61, -0.90], [0.65, -1.65, 0.87], [-2.64, -2.95, -1.55], [-4.24, 0.82, -2.66], [-3.05, 3.28, -2.83], [-1.82, 3.55, -0.38], [-6.16, -1.18, 1.16], [-6.24, -0.63, 3.83], [-3.75, 0.43, 4.34], [-4.42, -3.36, -0.24], [-6.79, -3.82, -1.49], [-7.53, -1.33, -2.40], [1.01, 0.32, 4.58], [-1.83, 3.15, 3.49], [-0.13, -0.58, 3.89], [-1.12, -0.70, 4.33], [0.05, -1.12, 2.97], [7.15, 2.06, 3.70], [6.30, 1.84, 2.21], [5.03, 1.27, 2.21], [4.37, 1.12, 1.01], [4.92, 1.51, -0.21], [4.21, 1.27, -1.53], [2.83, 1.93, -1.70], [1.98, 2.03, -0.52], [2.07, 3.00, 0.45], [1.13, 2.69, 1.38], [0.45, 1.56, 0.98], [0.98, 1.21, -0.17], [4.24, -0.10, -1.92], [3.59, -1.03, -1.08], [2.92, -2.08, -1.92], [2.49, -3.28, -1.43], [2.64, -3.81, 0.20], [1.77, -4.27, -2.62], [2.04, -3.08, -3.82], [2.66, -1.98, -3.32], [6.19, 2.08, -0.16], [7.00, 2.62, -1.61], [6.88, 2.25, 1.03], [4.58, 0.96, 3.14], [3.38, 0.68, 1.05], [4.81, 1.74, -2.31], [2.28, 1.38, -2.46], [2.98, 2.94, -2.07], [2.80, 3.79, 0.40], [0.86, 3.21, 2.29], [0.66, 0.37, -0.78], [2.85, -0.56, -0.43], [4.33, -1.51, -0.43], [1.74, -3.27, -4.84], [2.94, -1.12, -3.91], [7.87, 2.70, 1.02]], "multiplicity": 6, "fmax_ha_per_bohr": 0.008, "e_lumo_ev": [-0.60, -0.77], "e_above_lowest_kcal_mol": 0.0, "e_tot_ev": -146799.3138, "s_squared": 8.76}


3.
{"formula": "C29H27BrN2O3PdS", "method": "ωB97M-V/def2-TZVPD", "symbols": ["Pd", "O", "C", "C", "C", "C", "C", "C", "C", "O", "N", "N", "C", "C", "Br", "C", "C", "C", "C", "C", "C", "C", "H", "H", "H", "H", "H", "H", "H", "H", "H", "H", "H", "H", "H", "H", "C", "C", "C", "C", "C", "C", "H", "H", "H", "H", "H", "C", "S", "O", "C", "C", "C", "C", "C", "C", "H", "H", "H", "H", "H", "H", "H", "H"], "positions_angstrom": [[-0.24, -0.09, 0.25], [1.96, -1.02, -4.44], [1.72, -2.10, -3.63], [2.56, -3.19, -3.79], [2.43, -4.29, -2.95], [1.46, -4.29, -1.95], [0.62, -3.20, -1.82], [0.71, -2.10, -2.67], [-0.17, -0.87, -2.50], [0.43, 0.10, -1.76], [-1.49, -1.30, -1.92], [-1.98, -0.60, -0.89], [-3.17, -0.70, -0.46], [-3.71, 0.22, 0.56], [-2.74, 1.81, 0.91], [-4.86, 0.03, 1.22], [-5.79, -1.11, 1.06], [-6.34, -1.46, -0.18], [-7.23, -2.52, -0.28], [-7.58, -3.24, 0.85], [-7.06, -2.89, 2.08], [-6.18, -1.82, 2.19], [1.51, -0.25, -4.08], [3.32, -3.16, -4.55], [3.09, -5.14, -3.08], [1.36, -5.14, -1.29], [-0.14, -3.20, -1.05], [-0.43, -0.47, -3.50], [-1.95, -2.16, -2.20], [-3.86, -1.43, -0.88], [-5.14, 0.76, 1.97], [-6.09, -0.87, -1.06], [-7.65, -2.77, -1.25], [-8.27, -4.07, 0.77], [-7.34, -3.44, 2.97], [-5.77, -1.55, 3.15], [-1.36, -3.01, 3.86], [-2.01, -1.78, 3.81], [-1.68, -0.84, 2.84], [-0.70, -1.12, 1.89], [-0.02, -2.34, 1.97], [-0.36, -3.27, 2.94], [-1.61, -3.73, 4.61], [-2.78, -1.55, 4.54], [-2.17, 0.12, 2.86], [0.78, -2.58, 1.27], [0.18, -4.22, 2.98], [2.91, -0.20, 0.31], [1.58, 0.57, 1.23], [1.88, 0.43, 2.66], [1.80, 2.28, 0.76], [2.16, 3.14, 1.78], [2.34, 4.49, 1.49], [2.15, 4.94, 0.19], [1.78, 4.05, -0.82], [1.59, 2.71, -0.54], [3.85, 0.29, 0.57], [2.66, -0.14, -0.74], [2.93, -1.24, 0.62], [2.30, 2.76, 2.79], [2.62, 5.18, 2.27], [2.29, 5.99, -0.04], [1.63, 4.41, -1.83], [1.27, 2.02, -1.31]], "fmax_ha_per_bohr": 0.015, "e_lumo_ev": -0.23, "e_above_lowest_kcal_mol": 3.6, "e_tot_ev": -123988.4297}


4.
{"formula": "C29H27BrN7O6SSn", "method": "ωB97M-V/def2-TZVPD", "symbols": ["Sn", "O", "C", "C", "O", "C", "C", "O", "C", "O", "O", "C", "N", "C", "C", "O", "H", "H", "H", "H", "H", "H", "H", "C", "C", "C", "C", "C", "C", "C", "C", "C", "C", "H", "H", "H", "H", "H", "H", "H", "H", "H", "H", "H", "H", "S", "C", "N", "C", "C", "C", "N", "H", "H", "H", "H", "Br", "C", "C", "C", "C", "N", "C", "H", "H", "H", "H", "N", "C", "N", "C", "N"], "positions_angstrom": [[-0.32, -1.05, 0.65], [-1.77, 0.06, -5.88], [-1.29, 0.11, -4.76], [-1.55, 1.16, -3.71], [-2.17, 2.20, -3.88], [-0.89, 0.70, -2.50], [-0.39, -0.60, -2.70], [-0.02, -1.46, -1.84], [-0.38, -0.89, -4.14], [0.26, -1.78, -4.70], [-0.86, 1.47, -1.42], [-5.13, 2.32, 2.01], [-4.51, 1.02, 2.10], [-5.31, 0.00, 2.73], [-3.31, 0.75, 1.59], [-2.79, -0.36, 1.61], [-6.01, 2.27, 1.37], [-4.42, 3.04, 1.61], [-5.44, 2.64, 3.01], [-6.24, -0.15, 2.17], [-5.56, 0.30, 3.75], [-4.75, -0.94, 2.75], [-2.81, 1.62, 1.14], [1.93, 1.40, -2.11], [1.51, 1.67, -0.66], [2.48, 0.88, 0.23], [0.06, 1.22, -0.33], [1.63, 3.17, -0.40], [2.28, 3.70, 0.70], [2.42, 5.06, 0.88], [1.89, 5.94, -0.06], [1.20, 5.43, -1.14], [1.06, 4.07, -1.31], [1.96, 0.33, -2.29], [2.92, 1.81, -2.29], [1.24, 1.84, -2.83], [2.46, -0.17, -0.07], [2.17, 0.92, 1.27], [3.50, 1.25, 0.13], [-0.31, 1.93, 0.43], [2.71, 3.04, 1.45], [2.95, 5.44, 1.74], [2.03, 7.01, 0.06], [0.78, 6.10, -1.88], [0.51, 3.70, -2.15], [2.18, -3.21, 0.24], [3.01, -2.62, -1.07], [2.35, -2.39, -2.26], [2.97, -1.82, -3.30], [4.29, -1.49, -3.22], [4.94, -1.84, -2.01], [4.33, -2.39, -1.00], [1.31, -2.41, -2.25], [2.36, -1.65, -4.18], [4.81, -0.99, -4.02], [6.00, -1.67, -1.87], [-4.34, -4.70, 4.09], [-2.91, -4.75, 2.85], [-2.54, -5.95, 2.26], [-1.51, -5.92, 1.33], [-0.91, -4.71, 1.04], [-1.26, -3.58, 1.63], [-2.24, -3.59, 2.52], [-3.05, -6.88, 2.50], [-1.18, -6.83, 0.83], [-0.11, -4.61, 0.32], [-2.49, -2.63, 2.96], [3.60, 0.35, 6.08], [2.82, -0.10, 5.36], [1.91, -0.69, 4.67], [1.32, -0.58, 3.59], [0.65, -0.58, 2.62]], "fmax_ha_per_bohr": 0.028, "e_lumo_ev": 1.94, "charge": -1, "e_above_lowest_kcal_mol": 40.7, "e_tot_ev": -139936.0498}


5.
{"formula": "C29H27ClN4O5", "method": "ωB97M-V/def2-TZVPD", "symbols": ["C", "C", "C", "C", "N", "O", "N", "C", "O", "C", "C", "C", "O", "N", "C", "C", "C", "C", "C", "C", "C", "H", "H", "Cl", "H", "H", "H", "H", "C", "C", "C", "C", "H", "C", "C", "H", "H", "H", "O", "H", "H", "C", "O", "N", "H", "C", "C", "C", "C", "C", "C", "C", "H", "H", "H", "H", "H", "H", "H", "H", "H", "H", "H", "H", "H", "H"], "positions_angstrom": [[-6.53, -3.89, 0.00], [-5.32, -3.03, 0.35], [-4.99, -1.64, 0.02], [-3.92, -1.53, 0.79], [-3.62, -2.74, 1.35], [-4.62, -3.60, 1.27], [-3.30, -0.48, 1.08], [-3.41, 0.81, 0.07], [-4.32, 0.98, -0.72], [-2.30, 1.78, 0.53], [-0.96, 1.56, 0.28], [-0.06, 1.41, 1.35], [-0.13, 0.55, 2.39], [1.17, 2.11, 1.16], [2.26, 2.17, 1.90], [3.31, 1.20, 1.80], [4.55, 1.49, 1.05], [5.46, 0.70, 0.71], [5.44, -0.48, 0.87], [4.18, -0.99, 1.73], [3.19, -0.13, 1.89], [2.24, -0.36, 2.67], [4.09, -1.97, 1.90], [6.49, -1.68, 0.64], [6.37, 1.25, -0.15], [4.72, 2.72, 0.73], [1.90, 1.79, 3.03], [2.65, 3.38, 1.94], [1.06, 2.57, -0.10], [-0.31, 2.52, -0.49], [-0.93, 2.52, -1.99], [-2.25, 2.72, -1.90], [-3.00, 2.76, -2.45], [-2.39, 3.02, -0.34], [-3.52, 4.04, 0.02], [-3.35, 5.20, -0.56], [-3.41, 4.40, 0.89], [-4.44, 3.64, 0.08], [-1.08, 3.70, -0.01], [-0.53, 2.18, -2.71], [1.57, 3.56, -0.03], [1.82, 1.90, -1.01], [2.31, 2.32, -2.21], [2.01, 0.37, -0.97], [1.68, 0.21, -0.17], [2.97, -0.46, -1.85], [2.51, -1.93, -1.48], [1.22, -2.31, -1.36], [0.75, -3.36, -1.17], [1.57, -4.35, -0.82], [3.06, -4.04, -1.05], [3.42, -2.75, -1.38], [4.63, -2.47, -1.53], [3.86, -4.92, -0.76], [1.53, -5.50, -0.49], [-0.28, -3.61, -0.76], [0.31, -1.47, -1.64], [2.51, -0.14, -2.83], [3.92, -0.15, -1.66], [-0.72, 0.40, 0.02], [-2.39, 2.03, 1.50], [-2.40, -0.42, 1.67], [-5.59, -1.03, -0.66], [-7.34, -3.41, -0.72], [-6.17, -4.92, -0.48], [-7.17, -4.23, 0.80]], "fmax_ha_per_bohr": 0.380, "e_lumo_ev": -0.02, "e_tot_ev": -59206.2345}


6.
{"formula": "C29H27FeN5O2", "method": "ωB97M-V/def2-TZVPD", "symbols": ["Fe", "C", "C", "C", "C", "C", "C", "N", "C", "C", "C", "C", "C", "N", "C", "C", "C", "C", "C", "C", "N", "H", "H", "H", "H", "H", "H", "H", "H", "H", "H", "H", "H", "H", "H", "H", "O", "C", "O", "C", "C", "C", "C", "C", "N", "H", "H", "H", "H", "C", "C", "C", "C", "C", "C", "N", "H", "H", "H", "H", "H", "H", "H", "H"], "positions_angstrom": [[0.06, -0.37, 0.20], [3.53, -1.64, 0.05], [3.36, -0.37, -0.73], [4.26, -0.02, -1.73], [4.10, 1.18, -2.39], [3.07, 2.03, -2.00], [2.22, 1.62, -0.99], [2.34, 0.43, -0.39], [1.16, 2.48, -0.41], [1.00, 3.85, -0.63], [0.06, 4.53, 0.12], [-0.67, 3.87, 1.09], [-0.47, 2.50, 1.24], [0.41, 1.87, 0.49], [-1.02, 1.62, 2.29], [-1.82, 2.08, 3.32], [-2.15, 1.22, 4.36], [-1.64, -0.07, 4.35], [-0.86, -0.48, 3.27], [-0.20, -1.83, 3.27], [-0.59, 0.34, 2.25], [4.41, -1.57, 0.69], [2.66, -1.83, 0.68], [3.68, -2.49, -0.62], [5.06, -0.70, -1.99], [4.76, 1.47, -3.19], [2.94, 2.99, -2.49], [1.61, 4.37, -1.36], [-0.07, 5.60, -0.02], [-1.38, 4.41, 1.71], [-2.17, 3.10, 3.34], [-2.76, 1.56, 5.18], [-1.84, -0.75, 5.17], [0.58, -1.85, 4.03], [-0.91, -2.62, 3.51], [0.26, -2.03, 2.30], [-1.36, 0.21, -3.69], [-1.23, 0.15, -2.49], [-0.15, 0.11, -1.81], [-2.49, 0.15, -1.61], [-3.75, 0.25, -2.18], [-4.86, 0.29, -1.35], [-4.66, 0.23, 0.03], [-3.36, 0.11, 0.50], [-2.30, 0.07, -0.30], [-3.83, 0.30, -3.26], [-5.86, 0.38, -1.75], [-5.49, 0.27, 0.72], [-3.18, 0.07, 1.57], [1.21, -2.74, -2.13], [0.39, -3.35, -1.06], [0.07, -4.74, -0.93], [-0.88, -4.83, 0.05], [-1.10, -3.48, 0.51], [-2.12, -3.05, 1.49], [-0.30, -2.62, -0.15], [2.05, -3.38, -2.40], [1.55, -1.75, -1.84], [0.59, -2.62, -3.02], [0.51, -5.54, -1.50], [-1.37, -5.71, 0.42], [-1.98, -3.57, 2.44], [-3.12, -3.32, 1.13], [-2.08, -1.97, 1.63]], "multiplicity": 6, "fmax_ha_per_bohr": 0.031, "e_lumo_ev": [-3.08, -4.33], "charge": 1, "e_above_lowest_kcal_mol": 16.0, "e_tot_ev": -76441.0234, "s_squared": 8.77}


7.
{"formula": "C29H27N2OPS", "method": "ωB97M-V/def2-TZVPD", "symbols": ["C", "S", "C", "C", "C", "C", "C", "C", "C", "N", "C", "C", "H", "H", "H", "H", "H", "H", "H", "H", "H", "H", "H", "C", "C", "C", "C", "P", "C", "C", "C", "C", "C", "C", "N", "C", "C", "C", "C", "C", "C", "C", "O", "C", "C", "H", "H", "H", "H", "H", "H", "H", "H", "H", "H", "H", "H", "H", "H", "H", "H"], "positions_angstrom": [[2.79, 1.42, -2.36], [1.77, 0.50, -3.56], [2.93, -0.86, -3.93], [0.62, -0.24, -2.54], [-0.74, -0.12, -2.89], [-1.64, -1.18, -2.58], [-2.97, -1.07, -2.91], [-3.45, 0.13, -3.47], [-4.84, 0.25, -3.79], [-5.99, 0.39, -4.02], [-2.58, 1.19, -3.74], [-1.23, 1.05, -3.51], [2.24, 2.34, -2.12], [2.96, 0.80, -1.48], [3.73, 1.66, -2.87], [2.72, -1.13, -4.97], [3.95, -0.47, -3.82], [2.74, -1.71, -3.28], [0.97, -1.12, -1.98], [-1.21, -2.09, -2.12], [-3.65, -1.91, -2.74], [-2.97, 2.12, -4.17], [-0.53, 1.84, -3.79], [4.18, -0.75, 3.34], [3.00, -0.17, 3.82], [1.79, -0.44, 3.17], [1.76, -1.28, 2.06], [0.20, -1.67, 1.22], [-0.91, -2.05, 2.59], [-1.97, -1.20, 2.94], [-2.72, -1.46, 4.09], [-2.45, -2.59, 4.87], [-1.42, -3.47, 4.50], [-0.65, -3.20, 3.36], [-0.41, -0.21, 0.63], [0.19, 0.70, -0.07], [-0.41, 2.02, -0.23], [0.38, 3.16, -0.43], [-0.20, 4.42, -0.43], [-1.59, 4.55, -0.27], [-2.39, 3.41, -0.09], [-1.81, 2.14, -0.07], [0.33, -2.72, 0.17], [2.94, -1.86, 1.58], [4.15, -1.59, 2.23], [5.13, -0.53, 3.85], [3.00, 0.48, 4.69], [0.87, 0.00, 3.56], [-2.18, -0.33, 2.33], [-3.53, -0.77, 4.35], [-3.03, -2.78, 5.77], [-1.21, -4.36, 5.10], [0.15, -3.88, 3.08], [1.23, 0.56, -0.42], [1.47, 3.06, -0.53], [0.42, 5.31, -0.55], [-2.04, 5.54, -0.28], [-3.48, 3.51, 0.04], [-2.40, 1.24, 0.08], [2.91, -2.53, 0.73], [5.06, -2.04, 1.85]], "fmax_ha_per_bohr": 0.053, "e_lumo_ev": -0.09, "e_above_lowest_kcal_mol": 0.0, "e_tot_ev": -55661.6625}